The following is a quantum chemistry calculation of an isolated ion of composition C5H8N3 and charge +1, from OMol25.

Geometry as XYZ:
```
16
Properties=species:S:1:pos:R:3:forces:R:3
C 2.0938 0.3920 0.2212 -2.53 1.98 -1.78
C 1.5683 -0.8646 0.3752 -2.05 -1.39 -0.41
C 1.4133 1.4866 -0.3709 2.44 -3.09 1.46
C 0.3294 -1.3310 0.1227 -0.66 1.00 -0.39
C -2.1069 0.8106 0.2788 -0.69 0.96 -2.16
N 0.1221 1.5385 -0.2154 -3.63 1.56 0.51
N -0.7947 0.7155 -0.2448 3.26 -2.11 -1.55
N -0.5636 -2.0418 -0.4445 -0.56 -0.74 0.50
H 3.0393 0.4974 0.5751 2.72 0.59 0.63
H 2.2388 -1.5893 0.7746 0.33 -0.82 0.35
H 2.0426 2.2910 -0.6720 -0.48 1.04 -0.32
H -2.6019 1.6460 -0.2588 -0.08 -0.63 -0.14
H -2.6684 -0.1505 0.1222 0.69 1.12 0.49
H -2.0030 1.2288 1.2100 -0.40 0.24 2.92
H -0.6090 -2.3909 -1.3760 1.39 -0.35 -1.13
H -1.5002 -2.2385 -0.0974 0.26 0.63 1.01
```
Positions in Å, forces in eV/Å.

Summary:
* orbital gap (spin up / spin down): 7.652 / 7.651 eV
* charge: +1
* F_max: 4.20 eV Å⁻¹
* HOMO level (spin up / spin down): -12.68 / -12.68 eV
* spin multiplicity: 1
* SMILES: C/N=N/C=C\C=C=[NH2+]
* relative energy (zero: lowest compared OMol25 entry of this formula, charge and spin): 515.2 kJ/mol
* lowest unoccupied orbital energy (spin up / spin down): -5.03 / -5.03 eV
* total energy: -9773.20266 eV

***

The following is a quantum chemistry calculation of a 2-piece molecular cluster, C3H10NO2S2 overall, from OMol25.

Geometry as XYZ:
```
18
Properties=species:S:1:pos:R:3:forces:R:3
N 0.4110 1.7766 -1.5409 1.09 0.08 0.14
C 0.4043 0.5277 -0.7660 -1.81 -0.19 0.33
C -0.6740 0.6048 0.3238 0.40 -0.30 1.08
O -0.2553 1.3531 1.4677 -0.11 1.12 -0.55
C 0.0665 -0.6330 -1.7134 0.40 -0.13 0.49
S 0.8359 -2.2280 -1.3275 0.12 -0.26 0.46
S -0.0999 -2.8724 0.4533 0.33 0.21 -0.50
H 0.1800 2.5693 -0.9543 0.02 -0.05 0.07
H -0.2666 1.7252 -2.2827 -0.26 -0.05 -0.08
H 1.3131 0.3017 -0.2110 0.50 0.35 -0.45
H -0.9025 -0.4009 0.6816 -0.29 -0.05 -0.40
H -1.5604 1.1155 -0.0558 -0.14 -0.17 -0.17
H -0.9973 -0.8758 -1.7204 -0.18 0.52 -0.22
H 0.4362 -0.3327 -2.6934 -0.13 -0.30 -0.29
H 0.6958 -1.2956 2.0870 -0.04 -0.31 -0.03
H -0.2643 -1.2779 3.2180 -0.80 -0.39 0.33
H 0.1654 0.7648 2.1056 -0.05 -0.44 0.04
O 0.5123 -0.8223 2.9285 0.97 0.36 -0.23
```
Positions in Å, forces in eV/Å.

Summary:
* orbital gap: 6.508 eV
* charge: -1
* F_max: 1.85 eV Å⁻¹
* HOMO level: -2.94 eV
* spin multiplicity: 1
* relative energy (zero: lowest compared OMol25 entry of this formula, charge and spin): 0.7 kJ/mol
* lowest unoccupied orbital energy: 3.56 eV
* total energy: -30530.49911 eV

***

The following is a quantum chemistry calculation of C25H23Cl5N3SV as an isolated structure, from OMol25.

Geometry as XYZ:
```
58
Properties=species:S:1:pos:R:3:forces:R:3
V -0.3876 -0.8906 0.0527 0.40 0.51 0.59
C 1.9917 0.1293 3.9610 0.01 0.00 -0.02
C 2.4149 -0.6079 2.6958 0.03 -0.02 -0.02
C 2.9899 0.3555 1.6512 -0.01 -0.01 0.00
C 1.3376 -1.5125 2.1205 -0.12 -0.10 0.04
C 0.0412 -1.6330 2.6445 0.00 -0.06 -0.03
C -0.8559 -2.5875 2.1682 -0.02 -0.02 -0.02
C -0.4879 -3.4971 1.1693 -0.02 -0.01 -0.01
C -1.3594 -4.6606 0.7985 0.02 -0.01 0.02
C 0.7721 -3.3332 0.5951 -0.02 -0.04 -0.02
C 1.6582 -2.3610 1.0613 0.00 -0.06 -0.03
H 2.8429 0.6791 4.3616 0.00 0.00 0.00
H 1.6492 -0.5581 4.7358 0.00 0.00 0.00
H 1.1998 0.8526 3.7606 -0.01 0.00 0.00
H 3.2226 -1.2943 2.9750 0.00 0.00 0.01
H 2.2505 1.1009 1.3581 -0.01 0.01 0.00
H 3.3232 -0.1649 0.7510 0.00 0.01 0.00
H 3.8513 0.8774 2.0685 0.00 0.00 0.00
H -0.2849 -0.9840 3.4460 0.05 0.02 0.01
H -1.8418 -2.6587 2.6109 0.01 0.01 0.02
H -0.9826 -5.5601 1.2893 -0.01 0.00 0.01
H -1.3497 -4.8460 -0.2749 0.01 -0.01 0.01
H -2.3871 -4.5111 1.1238 0.00 0.00 -0.01
H 1.0897 -4.0106 -0.1896 0.00 0.00 0.00
H 2.6437 -2.2947 0.6178 0.00 0.00 -0.01
C -1.8755 4.1788 1.6944 0.03 0.03 0.00
N -1.4252 3.4483 0.5205 0.02 -0.04 -0.24
C -1.4541 3.8994 -0.8411 -0.09 -0.13 -0.05
C -1.0669 3.1562 -3.1840 -0.02 1.33 -0.30
N 0.6931 2.2372 -1.7486 0.77 0.14 0.00
C -0.9611 2.2408 0.4280 0.29 -0.04 0.09
S -0.5578 1.1137 1.5574 -0.19 -0.17 0.01
C 1.4057 1.0777 -1.7097 0.17 -0.09 -0.12
C 2.7455 1.3233 -2.1423 -0.02 0.08 0.02
C 3.5943 0.2993 -2.4231 -0.08 -0.06 0.02
C 3.1214 -1.0182 -2.2891 0.03 0.03 -0.01
C 1.8710 -1.1822 -1.7810 -0.14 -0.12 0.05
N 1.0236 -0.1816 -1.4014 0.06 0.42 -0.30
H -2.1033 5.2020 1.4111 0.00 0.00 0.01
H -1.0865 4.1738 2.4442 0.00 -0.01 0.00
H -2.7664 3.7032 2.1026 0.00 0.00 0.00
H -1.5513 4.8781 -1.2713 0.17 0.04 0.04
H -0.3873 2.9235 -3.9831 0.00 -0.68 0.11
H 3.0280 2.3560 -2.2832 0.02 0.00 0.00
H 4.5975 0.5007 -2.7741 0.00 0.00 0.00
H 3.7138 -1.8769 -2.5672 0.01 0.00 0.00
H 1.4739 -2.1804 -1.6506 0.01 -0.01 -0.01
Cl -2.9310 -2.5957 -0.9347 -0.02 0.04 0.02
C -3.0026 -0.9696 -1.5617 -0.04 -0.07 -0.01
C -1.9608 -0.1108 -1.1880 -0.52 -0.18 -0.05
C -2.0930 1.1052 -1.8112 0.36 -0.22 -0.23
Cl -0.8497 2.5823 -1.5648 -1.01 -0.39 0.51
C -3.0414 1.4317 -2.7219 0.00 0.02 -0.15
Cl -2.7212 3.0059 -3.5454 -0.12 -0.20 0.03
C -4.0891 0.5978 -3.0259 -0.10 0.05 -0.08
Cl -5.3004 1.0870 -4.1397 0.04 -0.03 0.05
C -4.0701 -0.6566 -2.4123 0.07 0.03 0.03
Cl -5.3151 -1.7792 -2.7548 0.00 -0.01 0.00
```
Positions in Å, forces in eV/Å.

Summary:
* orbital gap (spin up / spin down): 7.541 / 7.658 eV
* charge: +1
* ⟨S²⟩: 3.765
* F_max: 1.36 eV Å⁻¹
* HOMO level (spin up / spin down): -10.36 / -10.52 eV
* spin multiplicity: 4
* relative energy (zero: lowest compared OMol25 entry of this formula, charge and spin): 1577.8 kJ/mol
* lowest unoccupied orbital energy (spin up / spin down): -2.82 / -2.86 eV
* total energy: -129882.89205 eV

***

The following is a quantum chemistry calculation of one molecule with the formula C4H7NO3, from OMol25.

Geometry as XYZ:
```
15
Properties=species:S:1:pos:R:3:forces:R:3
O -2.4503 -0.2572 -1.1670 -0.06 0.90 0.18
C -1.3940 -0.4772 -0.6365 0.34 -1.86 -1.24
C -0.1752 0.4762 -0.7267 0.74 -0.30 1.45
C 0.6946 0.4387 0.6295 -1.63 -2.23 -1.65
C 1.4194 -0.8461 1.0438 -0.87 0.81 0.57
O 1.0721 -1.9128 0.3075 0.26 -0.06 -0.50
O 1.9804 -0.9213 2.1046 0.55 -0.20 -0.49
N -0.6462 1.8290 -0.7877 0.90 0.69 -0.55
H -1.3010 -1.5303 -0.2536 0.55 0.75 0.43
H 0.5222 0.1651 -1.5234 -0.76 0.33 -0.23
H -0.1971 0.2015 1.2496 0.83 1.68 1.12
H 1.3344 1.3215 0.6491 -0.63 -0.06 0.81
H 1.4118 -2.7034 0.7445 0.14 -0.13 0.14
H -1.0718 2.1318 -1.6495 -0.21 -0.29 0.07
H -1.1992 2.0846 0.0159 -0.16 -0.04 -0.11
```
Positions in Å, forces in eV/Å.

Summary:
* orbital gap: 9.836 eV
* charge: 0
* F_max: 3.22 eV Å⁻¹
* HOMO level: -9.40 eV
* spin multiplicity: 1
* SMILES: N[C@H](C=O)CC(=O)O
* relative energy (zero: lowest compared OMol25 entry of this formula, charge and spin): 214.6 kJ/mol
* lowest unoccupied orbital energy: 0.43 eV
* total energy: -11893.05328 eV